Version i
DFT (the ωB97M-V functional and the def2-TZVPD basis) results for a cluster of 2 separate species, C5H16N2O in total.

Each line ends with the Löwdin charge.
Cartesian coordinates (Å):
1 C -1.304 1.068 2.559  -0.09
2 C -0.980 1.722 1.223  -0.28
3 N 0.269 1.244 0.669  -0.15
4 C 0.536 1.673 -0.707  -0.09
5 H -0.392 1.036 3.165  0.08
6 H -2.087 1.610 3.085  0.07
7 H -1.633 0.032 2.470  0.07
8 H -1.793 1.450 0.544  0.12
9 H -1.027 2.810 1.345  0.11
10 H 1.054 1.460 1.268  0.14
11 H -0.261 1.306 -1.344  0.07
12 H 1.523 1.325 -0.997  0.08
13 H 0.561 2.766 -0.825  0.08
14 N 0.247 -1.160 -2.481  -0.01
15 C 0.301 -2.311 -1.554  -0.27
16 C 0.905 -1.953 -0.182  -0.33
17 O 0.016 -1.252 0.630  -0.17
18 H 1.158 -1.075 -2.919  0.06
19 H -0.355 -1.458 -3.243  0.06
20 H 0.908 -3.150 -1.927  0.10
21 H -0.715 -2.645 -1.361  0.11
22 H 1.863 -1.423 -0.309  0.11
23 H 1.093 -2.917 0.310  0.10
24 H 0.111 -0.158 0.580  0.02

Computed properties:
- LUMO (eV) = 1.04
- frontier orbital gap (eV) = 9.559
- SMILES = CCNC.NCCO
- total charge = 0
- highest occupied orbital energy (Eh) = -0.31318

=====

Version ii
DFT (the ωB97M-V functional and the def2-TZVPD basis) results for a cluster of 2 separate species, C5H16N2O in total.

Each line ends with the Löwdin charge.
Cartesian coordinates (Å):
1 C -1.021 -3.183 -1.426  -0.13
2 N -0.212 -2.553 -0.394  -0.33
3 C 1.155 -2.490 -0.854  -0.14
4 C -0.724 -1.219 -0.203  -0.16
5 H -0.662 -4.270 -1.480  0.10
6 H -0.958 -2.632 -2.435  0.11
7 H -1.982 -3.287 -0.965  0.06
8 H 1.797 -2.094 -0.060  0.08
9 H 1.553 -3.491 -1.037  0.08
10 H 1.332 -1.935 -1.764  0.08
11 H -0.229 -0.730 0.667  0.07
12 H -1.794 -1.254 -0.029  0.08
13 H -0.535 -0.484 -1.035  0.10
14 N 1.725 1.303 0.712  -0.01
15 C 0.783 2.301 1.238  -0.26
16 C -0.478 2.324 0.339  -0.24
17 O -1.274 3.468 0.746  -0.09
18 H 1.466 0.392 1.078  0.04
19 H 2.652 1.416 1.104  0.06
20 H 1.299 3.274 1.120  0.12
21 H 0.537 2.187 2.263  0.09
22 H -1.081 1.411 0.499  0.09
23 H -0.191 2.404 -0.725  0.12
24 H -1.895 3.694 0.044  0.08

Computed properties:
- LUMO (eV) = 0.91
- frontier orbital gap (eV) = 9.848
- SMILES = CN(C)C.NCCO
- total charge = 0
- highest occupied orbital energy (Eh) = -0.32839

=====

The structure with the least stability is version ii.

=====

Version i
DFT (the ωB97M-V functional and the def2-TZVPD basis) results for the ion C8H12N3O with charge +1.

Each line ends with the Löwdin charge.
Cartesian coordinates (Å):
1 C 3.108 -1.920 -0.302  0.05
2 N 1.744 -1.568 -0.582  0.00
3 O 0.588 -2.395 -0.684  0.14
4 N -0.430 -1.629 -0.475  0.16
5 C -0.142 -0.404 -0.118  -0.13
6 C -1.274 0.587 0.097  -0.46
7 C -1.792 0.274 1.543  -0.01
8 C -2.361 0.247 -1.005  -0.02
9 C -0.726 2.098 0.091  -0.02
10 C 1.272 -0.325 -0.332  -0.05
11 C 2.114 0.768 0.110  -0.10
12 N 2.938 1.559 0.271  0.27
13 H 3.577 -1.711 -1.241  0.11
14 H 3.614 -1.235 0.453  0.14
15 H 3.090 -2.997 0.034  0.15
16 H -2.684 0.847 1.585  0.08
17 H -1.842 -0.842 1.800  0.13
18 H -1.111 0.814 2.141  0.06
19 H -3.322 0.720 -0.781  0.09
20 H -2.010 0.494 -2.000  0.09
21 H -2.523 -0.853 -0.993  0.08
22 H -1.576 2.831 0.046  0.11
23 H -0.232 2.240 1.044  0.07
24 H -0.021 2.398 -0.702  0.09

Computed properties:
- LUMO (eV) = -6.27
- frontier orbital gap (eV) = 9.016
- SMILES = C[n+]1onc(C(C)(C)C)c1C#N
- total charge = +1
- highest occupied orbital energy (Eh) = -0.56176

=====

Version ii
DFT (the ωB97M-V functional and the def2-TZVPD basis) results for the ion C8H12N3O with charge +1.

Each line ends with the Löwdin charge.
Cartesian coordinates (Å):
1 C 0.079 2.458 -1.433  -0.03
2 C 0.845 1.867 -0.304  -0.38
3 C 1.749 0.632 -0.622  -0.04
4 C 0.934 -0.461 -1.131  -0.24
5 O 0.726 -1.119 -2.058  0.24
6 N -0.189 -0.605 0.172  0.10
7 C -0.445 0.364 1.088  -0.22
8 N 0.090 1.588 0.906  0.09
9 C -1.254 -0.261 2.141  0.07
10 C -1.462 -1.511 1.648  -0.03
11 N -0.775 -1.783 0.509  -0.14
12 C -0.682 -3.027 -0.190  0.01
13 H -0.762 1.715 -1.712  0.13
14 H 0.508 2.531 -2.394  0.07
15 H -0.179 3.495 -1.091  0.11
16 H 1.571 2.527 -0.045  0.11
17 H 2.323 0.513 0.397  0.19
18 H 2.512 0.881 -1.400  0.16
19 H -0.454 2.429 1.305  0.21
20 H -1.519 0.011 3.085  0.08
21 H -1.951 -2.341 2.107  0.14
22 H -1.175 -3.833 0.413  0.12
23 H -0.978 -2.955 -1.245  0.10
24 H 0.485 -3.117 -0.146  0.14

Computed properties:
- LUMO (eV) = -3.54
- frontier orbital gap (eV) = 9.077
- SMILES = C[C@@H]1CC(=O)N2C(=[NH+]1)C=CN2C
- total charge = +1
- highest occupied orbital energy (Eh) = -0.46363

=====

The structure with the least stability is version i.

=====

Version i
DFT (the ωB97M-V functional and the def2-TZVPD basis) results for the ion C8H12N3O with charge +1.

Each line ends with the Löwdin charge.
Cartesian coordinates (Å):
1 C 2.786 0.292 -0.332  0.02
2 N 1.435 0.314 0.203  -0.05
3 C 0.662 1.433 0.053  -0.46
4 O 0.935 2.411 -0.566  0.17
5 N -0.570 1.260 0.763  0.01
6 C -1.787 1.670 0.050  -0.07
7 C -2.401 0.365 -0.532  -0.05
8 C -1.413 -0.661 -0.101  -0.18
9 C -0.745 -1.658 -0.656  0.04
10 C 0.541 -2.010 0.040  -0.08
11 C 0.893 -0.793 0.884  -0.04
12 N -0.728 -0.091 1.060  0.09
13 H 3.093 -0.734 -0.516  0.09
14 H 2.788 0.852 -1.266  0.11
15 H 3.487 0.760 0.362  0.11
16 H -1.500 2.385 -0.723  0.13
17 H -2.461 2.157 0.755  0.13
18 H -2.473 0.399 -1.617  0.13
19 H -3.396 0.181 -0.127  0.13
20 H -1.056 -2.178 -1.545  0.14
21 H 0.445 -2.908 0.652  0.13
22 H 1.316 -2.194 -0.707  0.13
23 H 1.285 -0.975 1.886  0.16
24 H -1.137 -0.276 1.981  0.21

Computed properties:
- LUMO (eV) = -3.44
- frontier orbital gap (eV) = 10.489
- SMILES = CN1C(=O)N2CCC3=CC[C@@H]1[N@H+]32
- total charge = +1
- highest occupied orbital energy (Eh) = -0.51177

=====

Version ii
DFT (the ωB97M-V functional and the def2-TZVPD basis) results for a cluster of 2 separate species, C8H12N3O in total.

Each line ends with the Löwdin charge.
Cartesian coordinates (Å):
1 C 1.409 -2.632 1.110  -0.01
2 C 0.880 -1.908 2.274  0.00
3 C 1.129 -2.270 -0.181  -0.03
4 C 0.059 -0.861 2.040  -0.15
5 C -0.152 -0.377 0.675  -0.08
6 C 0.426 -1.075 -0.415  -0.23
7 C -0.662 0.076 2.874  -0.10
8 C -0.870 0.805 0.738  0.05
9 N 0.143 -0.591 -1.662  0.16
10 N -0.455 2.769 -3.522  -0.06
11 N -1.166 1.059 1.983  0.07
12 O -0.680 2.199 -2.299  -0.33
13 H 2.096 -3.512 1.270  0.14
14 H 1.281 -1.986 3.192  0.08
15 H 1.678 -2.819 -1.032  0.15
16 H -1.604 -0.348 3.345  0.18
17 H 0.009 0.686 3.576  0.18
18 H -1.232 1.239 -0.141  0.12
19 H 0.660 -1.019 -2.400  0.10
20 H -0.213 0.377 -1.834  0.07
21 H 0.267 2.064 -3.895  0.18
22 H -0.130 3.757 -3.671  0.18
23 H -1.740 1.824 2.267  0.17
24 H -1.132 2.541 -4.293  0.16

Computed properties:
- LUMO (eV) = -3.87
- frontier orbital gap (eV) = 7.667
- total charge = +1
- highest occupied orbital energy (Eh) = -0.42408

=====

Version iii
DFT (the ωB97M-V functional and the def2-TZVPD basis) results for the ion C8H12N3O with charge +1.

Each line ends with the Löwdin charge.
Cartesian coordinates (Å):
1 C 3.552 -0.781 0.506  0.11
2 C 2.572 -0.440 -0.323  -0.15
3 N 1.181 -0.745 -0.172  0.08
4 C 0.858 -2.154 -0.491  -0.37
5 O 1.705 -2.936 -0.684  0.19
6 C -0.634 -2.211 -0.505  0.06
7 C -1.470 -1.169 -0.326  -0.02
8 N -1.045 0.067 0.041  -0.03
9 C -1.937 0.992 0.651  -0.21
10 C -2.720 1.851 -0.334  -0.06
11 C 0.314 0.228 0.050  -0.25
12 N 0.830 1.447 0.268  0.23
13 H 4.529 -0.550 0.206  0.06
14 H 3.517 -1.357 1.501  0.12
15 H 2.879 0.038 -1.202  0.12
16 H -0.882 -3.286 -0.747  0.15
17 H -2.588 -1.171 -0.354  0.17
18 H -1.406 1.534 1.363  0.09
19 H -2.756 0.497 1.315  0.17
20 H -3.140 1.312 -1.186  0.08
21 H -3.406 2.514 0.218  0.10
22 H -2.035 2.505 -0.929  0.09
23 H 0.268 2.215 0.692  0.15
24 H 1.815 1.602 0.443  0.12

Computed properties:
- LUMO (eV) = -3.41
- frontier orbital gap (eV) = 10.179
- SMILES = C=Cn1c(=O)ccn(CC)c1=[NH2+]
- total charge = +1
- highest occupied orbital energy (Eh) = -0.49948

=====

The structure with the least stability is version ii.

=====

Version i
DFT (the ωB97M-V functional and the def2-TZVPD basis) results for a structure of composition C38H42Cl3N4O2SbSe5Ti.

Each line ends with the Löwdin charge.
Cartesian coordinates (Å):
1 Ti -0.449 0.990 -0.961  0.52
2 Cl 0.219 -6.459 -3.248  0.60
3 C 0.021 -4.810 -2.694  -0.68
4 C 0.802 -3.806 -3.242  -0.14
5 C 0.649 -2.502 -2.805  -0.57
6 Cl 1.571 -1.252 -3.544  0.72
7 C -0.265 -2.160 -1.779  -0.47
8 O -0.423 -0.959 -1.333  -0.32
9 C -1.058 -3.221 -1.301  -0.57
10 Cl -2.297 -2.838 -0.136  0.71
11 C -0.925 -4.530 -1.729  -0.15
12 H 1.524 -4.025 -4.015  0.10
13 H -1.551 -5.308 -1.316  0.10
14 Se 6.210 0.028 -1.872  -0.37
15 Sb 4.747 1.812 -2.648  0.04
16 Se 2.097 1.181 -0.717  0.06
17 Se 0.948 2.840 -1.934  0.12
18 Se 3.949 1.293 -4.858  -0.41
19 C -3.833 -1.645 -4.487  -0.01
20 C -3.001 -0.445 -4.191  -0.29
21 C -2.628 0.640 -4.954  0.02
22 C -1.795 1.422 -4.132  -0.31
23 N -1.675 0.849 -2.936  0.04
24 N -2.411 -0.277 -3.003  0.06
25 C -1.135 2.701 -4.513  -0.07
26 H -4.353 -1.514 -5.434  0.08
27 H -4.576 -1.799 -3.703  0.06
28 H -3.213 -2.541 -4.553  0.08
29 H -2.902 0.844 -5.975  0.10
30 H -2.457 -0.869 -2.187  0.12
31 H -1.541 3.044 -5.466  0.08
32 H -0.056 2.571 -4.607  0.05
33 H -1.311 3.469 -3.760  0.05
34 C -6.512 0.305 -2.371  -0.11
35 C -5.728 -0.425 -1.456  -0.11
36 C -4.629 0.154 -0.880  -0.05
37 C -4.249 1.490 -1.166  -0.11
38 C -3.068 2.101 -0.601  -0.16
39 C -2.729 3.375 -1.031  -0.05
40 C -3.502 4.064 -1.981  -0.09
41 C -4.624 3.505 -2.523  -0.07
42 C -5.016 2.202 -2.124  -0.17
43 C -6.153 1.581 -2.700  -0.05
44 H -7.382 -0.154 -2.828  0.09
45 H -5.978 -1.453 -1.223  0.10
46 H -4.012 -0.438 -0.219  0.07
47 H -1.835 3.828 -0.624  0.09
48 H -3.191 5.057 -2.287  0.10
49 H -5.217 4.030 -3.263  0.10
50 H -6.731 2.143 -3.426  0.10
51 C 3.737 -3.150 3.516  -0.11
52 C 4.034 -3.610 2.091  -0.25
53 C 4.568 -2.515 1.167  -0.18
54 C 3.554 -1.477 0.703  -0.19
55 N 3.156 -0.525 1.739  -0.05
56 C 1.906 -0.367 2.243  -0.73
57 Se 0.441 -1.439 1.953  0.70
58 N 1.915 0.766 3.002  -0.01
59 C 0.738 1.431 3.540  -0.15
60 C 0.772 1.631 5.057  -0.19
61 C 0.320 0.429 5.888  -0.26
62 C 1.238 -0.784 5.782  -0.11
63 C 3.161 1.366 2.924  -0.16
64 C 3.633 2.574 3.411  -0.02
65 C 4.932 2.926 3.069  -0.10
66 C 5.717 2.109 2.256  -0.08
67 C 5.238 0.904 1.762  -0.01
68 C 3.951 0.547 2.126  -0.18
69 H 3.556 -4.005 4.172  0.06
70 H 2.850 -2.521 3.554  0.02
71 H 4.577 -2.583 3.926  0.07
72 H 3.128 -4.038 1.651  0.10
73 H 4.775 -4.415 2.126  0.10
74 H 4.967 -2.973 0.258  0.11
75 H 5.413 -2.011 1.648  0.11
76 H 2.636 -1.952 0.353  0.09
77 H 3.973 -0.892 -0.122  0.04
78 H -0.116 0.825 3.244  0.06
79 H 0.641 2.383 3.015  0.13
80 H 0.123 2.482 5.282  0.11
81 H 1.780 1.918 5.373  0.10
82 H -0.693 0.147 5.583  0.11
83 H 0.255 0.743 6.935  0.10
84 H 1.189 -1.227 4.788  0.01
85 H 0.951 -1.555 6.500  0.07
86 H 2.277 -0.506 5.982  0.08
87 H 3.007 3.236 3.993  0.10
88 H 5.329 3.873 3.413  0.09
89 H 6.703 2.436 1.956  0.10
90 H 5.814 0.327 1.052  0.05
91 C -2.734 0.628 1.497  -0.07
92 C -2.165 1.374 0.302  -0.50
93 O -0.974 2.014 0.546  -0.31
94 H -2.321 1.094 2.396  0.07
95 H -2.464 -0.429 1.534  0.02
96 H -3.820 0.719 1.549  0.07

Computed properties:
- LUMO (eV) = 3.82
- frontier orbital gap (eV) = 5.431
- total charge = -2
- highest occupied orbital energy (Eh) = -0.05926

=====

Version ii
DFT (the ωB97M-V functional and the def2-TZVPD basis) results for a structure of composition C38H42Cl3N4O2SbSe5Ti.

Each line ends with the Löwdin charge.
Cartesian coordinates (Å):
1 Ti 0.259 -3.533 -0.602  0.42
2 Cl -2.958 -1.596 -7.342  0.60
3 C -2.098 -2.074 -5.894  -0.69
4 C -1.979 -1.181 -4.847  -0.15
5 C -1.301 -1.566 -3.704  -0.55
6 Cl -1.150 -0.432 -2.401  0.76
7 C -0.715 -2.843 -3.554  -0.45
8 O -0.084 -3.222 -2.497  -0.24
9 C -0.878 -3.707 -4.661  -0.58
10 Cl -0.213 -5.299 -4.535  0.71
11 C -1.552 -3.342 -5.811  -0.15
12 H -2.410 -0.192 -4.910  0.10
13 H -1.652 -4.046 -6.624  0.10
14 Se -2.862 -8.646 3.883  -0.45
15 Sb -3.252 -7.510 1.783  -0.01
16 Se -0.220 -5.560 0.745  0.02
17 Se 1.609 -5.671 -0.734  0.05
18 Se -4.753 -5.644 2.150  -0.40
19 C -4.140 -0.820 1.447  -0.01
20 C -3.513 -1.858 0.580  -0.29
21 C -4.072 -2.822 -0.227  -0.01
22 C -2.991 -3.537 -0.771  -0.33
23 N -1.851 -3.028 -0.319  -0.04
24 N -2.182 -2.005 0.486  0.06
25 C -3.026 -4.733 -1.656  -0.02
26 H -5.204 -1.026 1.548  0.08
27 H -4.018 0.180 1.028  0.04
28 H -3.698 -0.827 2.445  0.09
29 H -5.118 -3.043 -0.353  0.10
30 H -1.413 -1.485 0.893  0.11
31 H -3.723 -4.581 -2.482  0.08
32 H -3.373 -5.587 -1.070  0.06
33 H -2.039 -4.965 -2.056  0.05
34 C 6.612 -3.843 -0.591  -0.11
35 C 5.643 -4.340 0.304  -0.09
36 C 4.385 -3.801 0.332  -0.06
37 C 4.019 -2.728 -0.521  -0.10
38 C 2.710 -2.123 -0.494  -0.14
39 C 2.421 -1.175 -1.457  -0.05
40 C 3.371 -0.762 -2.409  -0.08
41 C 4.634 -1.277 -2.406  -0.07
42 C 4.982 -2.272 -1.459  -0.17
43 C 6.281 -2.841 -1.457  -0.06
44 H 7.606 -4.273 -0.607  0.09
45 H 5.881 -5.174 0.952  0.10
46 H 3.639 -4.238 0.975  0.07
47 H 1.441 -0.721 -1.460  0.04
48 H 3.088 -0.012 -3.139  0.10
49 H 5.377 -0.952 -3.125  0.10
50 H 7.005 -2.470 -2.175  0.10
51 C -3.611 3.022 1.868  -0.09
52 C -4.008 3.004 0.390  -0.25
53 C -2.993 2.340 -0.543  -0.21
54 C -1.772 3.170 -0.921  -0.16
55 N -0.989 3.634 0.216  -0.03
56 C -0.162 2.825 0.944  -0.67
57 Se 0.165 1.063 0.631  0.83
58 N 0.365 3.603 1.941  -0.02
59 C 1.295 3.100 2.942  -0.16
60 C 2.725 3.016 2.420  -0.19
61 C 3.358 4.367 2.099  -0.25
62 C 3.734 5.173 3.340  -0.11
63 C -0.123 4.894 1.840  -0.16
64 C 0.092 6.030 2.602  -0.01
65 C -0.584 7.188 2.234  -0.10
66 C -1.447 7.204 1.141  -0.10
67 C -1.665 6.064 0.377  -0.01
68 C -0.987 4.913 0.740  -0.17
69 H -4.463 3.293 2.493  0.07
70 H -2.815 3.734 2.081  0.05
71 H -3.265 2.035 2.183  0.07
72 H -4.225 4.023 0.048  0.10
73 H -4.946 2.450 0.298  0.10
74 H -3.479 2.071 -1.485  0.12
75 H -2.645 1.401 -0.105  0.05
76 H -2.061 4.057 -1.487  0.12
77 H -1.110 2.565 -1.542  0.09
78 H 0.949 2.105 3.221  0.10
79 H 1.214 3.751 3.815  0.12
80 H 2.710 2.378 1.535  0.09
81 H 3.327 2.492 3.169  0.12
82 H 2.681 4.949 1.467  0.10
83 H 4.257 4.199 1.501  0.11
84 H 2.874 5.352 3.988  0.05
85 H 4.151 6.146 3.073  0.07
86 H 4.480 4.639 3.933  0.07
87 H 0.761 6.022 3.451  0.10
88 H -0.437 8.092 2.810  0.10
89 H -1.962 8.121 0.882  0.10
90 H -2.346 6.077 -0.463  0.10
91 C 2.023 -2.722 1.943  -0.06
92 C 1.662 -2.505 0.484  -0.57
93 O 0.457 -1.864 0.285  -0.40
94 H 1.867 -3.751 2.271  0.05
95 H 1.369 -2.080 2.537  0.08
96 H 3.056 -2.437 2.152  0.07

Computed properties:
- LUMO (eV) = 3.08
- frontier orbital gap (eV) = 4.609
- total charge = -2
- highest occupied orbital energy (Eh) = -0.05621

=====

The structure with the least stability is version i.